{
  "formula": "C25H51N5O2PSSbW",
  "method": "ωB97M-V/def2-TZVPD",
  "charge": 2,
  "energy_ha": -2453.495620,
  "max_force_ev_per_a": 9.4,
  "multiplicity": 3,
  "s_squared": 2.010,
  "e_above_lowest_kj_mol": 622.5,
  "gap_ev": [3.79, 4.12],
  "species": ["W", "O", "O", "C", "C", "C", "Sb", "C", "C", "C", "C", "C", "C", "H", "H", "H", "H", "H", "H", "H", "H", "H", "H", "H", "H", "H", "H", "H", "H", "H", "H", "H", "H", "H", "N", "P", "N", "C", "C", "C", "C", "C", "N", "C", "C", "C", "C", "C", "N", "C", "C", "C", "C", "C", "H", "H", "H", "H", "H", "H", "H", "H", "H", "H", "H", "H", "H", "H", "H", "H", "H", "H", "H", "H", "H", "H", "H", "H", "H", "H", "H", "H", "H", "H", "S", "C", "N"],
  "positions_angstrom": [[-0.789, -0.232, -0.347], [-0.635, -0.298, -2.154], [-1.991, -0.109, -1.688], [-3.320, -4.380, -1.565], [-2.398, -5.300, -0.942], [-1.126, -5.656, -1.504], [-0.650, -2.428, 0.641], [-4.002, -1.104, 1.710], [-3.180, -0.698, 2.873], [-3.899, -0.528, 0.339], [1.255, -4.101, 3.629], [2.271, -4.230, 2.635], [-0.027, -4.738, 3.565], [-3.944, -4.977, -2.256], [-2.802, -3.644, -2.184], [-3.995, -3.916, -0.849], [-2.675, -5.725, 0.020], [-1.013, -5.388, -2.553], [-0.833, -6.685, -1.288], [-0.416, -5.033, -0.927], [-4.683, -1.936, 1.842], [-2.358, -0.045, 2.589], [-2.776, -1.585, 3.381], [-3.791, -0.194, 3.634], [-3.149, 0.303, 0.236], [-4.865, -0.117, 0.016], [-3.676, -1.309, -0.397], [1.425, -3.394, 4.439], [2.221, -5.153, 2.060], [3.276, -3.988, 2.975], [1.988, -3.427, 1.906], [-0.046, -5.635, 2.950], [-0.625, -3.983, 2.981], [-0.536, -4.845, 4.520], [-1.012, 1.270, 0.864], [-1.231, 2.838, 0.847], [-1.510, 3.459, -0.687], [-1.028, 2.774, -1.891], [-0.576, 3.755, -2.964], [-1.753, 4.635, -3.405], [-2.650, 4.990, -2.206], [-1.871, 4.863, -0.903], [-2.541, 3.409, 1.705], [-3.895, 3.423, 1.135], [-4.876, 2.631, 1.993], [-4.978, 3.232, 3.404], [-3.641, 3.855, 3.846], [-2.474, 3.166, 3.156], [0.033, 3.680, 1.528], [-0.002, 5.134, 1.681], [1.042, 5.570, 2.701], [2.460, 5.250, 2.194], [2.456, 3.989, 1.309], [1.339, 3.049, 1.740], [-1.836, 2.173, -2.317], [-0.209, 2.103, -1.626], [-0.181, 3.189, -3.808], [0.237, 4.375, -2.579], [-2.342, 4.114, -4.160], [-1.364, 5.542, -3.869], [-3.515, 4.324, -2.166], [-3.026, 6.009, -2.291], [-2.464, 5.206, -0.057], [-0.977, 5.491, -0.970], [-3.857, 3.029, 0.117], [-4.242, 4.462, 1.080], [-4.538, 1.592, 2.041], [-5.851, 2.647, 1.507], [-5.279, 2.450, 4.102], [-5.750, 4.002, 3.424], [-3.519, 3.767, 4.925], [-3.614, 4.917, 3.595], [-2.498, 2.092, 3.383], [-1.519, 3.551, 3.519], [-1.007, 5.435, 1.979], [0.224, 5.628, 0.729], [0.853, 5.057, 3.647], [0.933, 6.640, 2.879], [3.124, 5.108, 3.047], [2.848, 6.094, 1.621], [3.413, 3.473, 1.383], [2.304, 4.260, 0.261], [1.465, 2.809, 2.804], [1.359, 2.104, 1.196], [3.426, -1.030, 0.644], [2.166, -0.308, 0.040], [1.215, 0.272, -0.393]]
}